# 1
80
Properties=species:S:1:pos:R:3:forces:R:3 method="wB97M-V/def2-TZVPD" charge=+1 relative_energy_ev=2.386 lumo_ev="-3.5 / -3.5" homo_lumo_gap_ev="7.3 / 7.3" e_homo_ev="-10.9 / -10.9" energy_ev=-70169.036
O 0.5220 -1.3770 -3.0208 3.631 -3.161 -2.026
C 2.0480 -1.6734 -2.9298 -0.034 0.439 1.217
C 2.1415 -2.5881 -4.1181 0.076 0.332 0.745
H 2.2307 -2.2094 -1.9990 -0.185 0.555 -0.011
H 2.6180 -0.7504 -3.0165 -0.217 0.020 0.304
C 0.6605 -2.3099 -4.3093 -0.656 -1.211 -0.995
H 2.3771 -3.6099 -3.8056 -0.219 0.161 -0.233
H 2.8532 -2.2803 -4.8914 -0.521 0.098 0.033
C -0.1342 -3.5824 -4.1170 -0.419 -0.141 -0.012
H -0.0205 -3.9885 -3.0988 -0.185 0.288 -0.307
H 0.2706 -4.3575 -4.7856 -0.058 0.389 0.029
H -1.1855 -3.4281 -4.3939 0.214 -0.229 0.288
C 0.3659 -1.6345 -5.6334 -0.198 0.506 -0.028
H 1.0755 -0.8316 -5.8658 -0.092 -0.162 0.128
H -0.6396 -1.2138 -5.6758 0.187 -0.093 -0.084
H 0.4405 -2.3883 -6.4415 0.058 0.248 0.537
Ti -0.5349 -0.2262 -1.8787 -2.957 4.496 0.867
C -0.8208 2.5002 -2.3305 0.416 -0.237 0.934
C 0.1423 2.3439 -1.3136 0.164 0.143 -1.318
C 1.1582 1.4550 -1.7897 0.292 -0.354 -0.827
H 0.2287 2.9178 -0.4021 -0.361 -0.250 0.047
C 0.8345 1.1360 -3.1571 -0.055 0.905 0.801
C -0.4554 1.6843 -3.4265 1.632 -0.223 -0.281
H -0.9062 1.6698 -4.4102 -0.072 -0.030 0.194
H -1.6614 3.1752 -2.3091 -0.203 -0.233 0.254
H 2.0852 1.2238 -1.2526 -0.407 0.086 -0.342
H 1.5194 0.7490 -3.8985 -0.310 -0.246 0.157
C -3.0688 0.1109 -1.5823 0.331 -0.259 -0.401
C -2.7175 0.2889 -2.9468 -0.473 -0.833 0.457
C -2.1826 -0.9400 -3.4377 -0.044 -0.140 0.651
H -2.9381 1.1834 -3.5329 0.123 -0.521 0.274
C -2.1367 -1.8876 -2.3459 -0.991 0.783 0.294
C -2.6723 -1.2089 -1.1963 0.110 -0.327 -0.854
H -2.8238 -1.6594 -0.2161 0.202 0.204 -0.284
H -3.6543 0.8454 -1.0065 0.918 -0.396 -0.034
H -2.0371 -1.1469 -4.4973 0.194 0.067 0.616
H -1.9231 -2.9587 -2.4165 0.059 0.753 0.194
O 3.3521 -1.0893 1.3037 1.160 -0.593 0.890
C 3.0817 -2.2293 0.4596 -0.330 0.889 0.088
C 3.7931 -3.4469 1.0127 0.203 0.166 0.433
H 3.3922 -2.0071 -0.5904 0.056 0.072 0.857
H 1.9868 -2.3570 0.4894 0.570 -0.040 -0.258
C 4.5306 -2.9913 2.2952 0.008 0.636 0.071
H 4.4700 -3.8601 0.2707 0.006 -0.277 0.082
H 3.0113 -4.1486 1.2826 0.258 -0.504 -0.079
C 4.2288 -1.4746 2.4410 -0.343 -0.097 -0.535
H 5.6205 -3.1012 2.2826 -0.272 -0.308 -0.312
H 4.1652 -3.5550 3.1544 0.026 0.119 -0.022
H 5.1791 -0.8921 2.4533 -0.773 -0.175 -0.423
H 3.7243 -1.2550 3.3996 -0.081 -0.009 -0.571
O 0.3864 -1.0571 0.5826 -0.224 0.861 -0.537
C -0.1624 -0.0308 1.0371 -1.352 -0.074 0.409
N -0.2633 0.4053 2.3305 0.857 -0.966 -0.386
C -1.1880 1.5170 2.4762 0.165 0.182 -0.010
C -1.6127 1.6760 0.9774 -1.218 0.624 -0.835
O -2.4021 2.5230 0.5501 1.011 -1.163 0.640
N -0.9367 0.7547 0.2169 0.283 -0.991 0.598
C -2.2996 1.1504 3.4765 -0.047 0.104 -0.010
C -3.3919 0.4194 3.0134 -0.454 0.128 0.475
C -4.4066 0.0186 3.8946 0.145 -0.046 -0.099
C -4.3293 0.3433 5.2503 0.374 -0.160 -0.075
C -3.2155 1.0447 5.7260 0.043 0.149 -0.337
C -2.2101 1.4723 4.8502 -0.259 -0.002 -0.331
C -0.4872 2.8128 2.8585 0.147 0.450 -0.193
C -1.2605 3.9412 3.1837 0.194 0.082 0.086
C -0.6338 5.1133 3.6054 0.191 -0.242 -0.142
C 0.7630 5.1672 3.6682 0.291 -0.184 0.156
C 1.5362 4.0699 3.2880 -0.163 -0.355 -0.304
C 0.9056 2.8994 2.8316 -0.064 0.286 0.298
H 0.2135 -0.0552 3.1011 -0.293 0.189 -0.336
H -3.5111 0.2338 1.9462 0.128 -0.109 0.207
H -5.2473 -0.5683 3.5090 0.261 0.346 0.190
H -5.1124 0.0331 5.9456 0.236 0.095 -0.275
H -3.1313 1.2932 6.7838 -0.087 -0.047 -0.266
H -1.4162 2.1287 5.2367 -0.262 -0.553 -0.297
H -2.3507 3.9034 3.1032 0.402 -0.092 0.130
H -1.2206 5.9821 3.9081 0.128 -0.278 -0.180
H 1.2644 6.0607 4.0372 -0.180 -0.141 -0.094
H 2.6324 4.0727 3.3418 -0.532 0.256 -0.048
H 1.4929 2.0496 2.4652 -0.159 0.347 0.362

***

# 2
33
Properties=species:S:1:pos:R:3:forces:R:3 method="wB97M-V/def2-TZVPD" charge=+1 relative_energy_ev=4.849 lumo_ev="-3.1 / -3.1" homo_lumo_gap_ev="7.5 / 7.5" e_homo_ev="-10.6 / -10.6" energy_ev=-15722.320
C 1.2319 0.5748 -3.2923 -0.959 0.336 0.029
C 0.0050 1.1904 -3.4562 0.785 1.072 -0.565
C 1.5214 -0.1170 -2.1410 3.708 -1.474 -0.254
C -0.9397 1.0972 -2.4348 2.226 -0.823 1.177
C 0.7858 -0.1313 -1.0250 -4.483 0.634 -0.561
C -0.5460 0.5430 -1.2170 2.062 -0.777 -1.791
C 1.0199 -0.8870 0.1768 0.495 0.408 3.467
C -0.8991 0.8300 1.0446 -1.211 -1.133 -1.205
C 2.3658 -0.6302 0.8453 -1.646 2.558 -0.836
C -1.7228 0.3975 2.2298 0.791 2.622 0.491
C 0.0493 1.9859 1.1940 -1.692 -1.159 1.411
C -2.5113 -0.4674 -0.2356 -2.717 1.212 3.608
N -1.4207 0.4947 -0.1495 -0.197 -0.068 2.474
N 1.0620 -2.3686 0.0625 1.089 -0.547 -3.311
H 2.0055 0.6351 -4.0010 0.612 0.232 -1.073
H -0.0956 1.9373 -4.2798 -0.379 -1.153 0.477
H 2.5411 -0.6445 -2.0610 -1.446 0.820 -0.362
H -1.8887 1.4979 -2.5305 -1.702 0.919 -0.150
H 2.3308 0.4171 1.2025 0.718 -0.634 -0.124
H 3.1947 -0.8195 0.2179 1.239 0.567 -1.830
H 2.7113 -1.2673 1.5803 -0.453 -1.375 2.576
H -2.6802 0.9221 2.2565 -0.143 0.017 -0.418
H -1.2448 0.7535 3.1247 0.428 0.186 0.441
H -1.9051 -0.6070 2.4090 -0.159 -2.017 -0.354
H -0.5809 2.7982 1.5655 0.147 0.236 -0.106
H 0.6472 2.2706 0.3923 0.575 0.366 -1.669
H 0.6894 1.7023 1.9903 0.719 -0.005 0.955
H -3.5577 -0.0135 -0.1251 1.542 0.057 -0.060
H -2.5163 -0.8427 -1.1540 0.168 -1.694 -3.904
H -2.6072 -1.3146 0.4908 1.101 0.752 -0.342
H 1.9724 -2.5899 -0.4419 -0.861 -0.217 0.258
H 0.3332 -2.8128 -0.5155 0.072 0.260 0.525
H 1.1782 -2.8400 0.9330 -0.428 -0.176 1.026

***

# 3
14
Properties=species:S:1:pos:R:3:forces:R:3 method="wB97M-V/def2-TZVPD" relative_energy_ev=0.960 smiles=C[C@H](O)CN lumo_ev=1.0 homo_lumo_gap_ev=10.4 e_homo_ev=-9.4 energy_ev=-6794.095
C 0.0783 1.1482 -1.1674 0.145 1.569 -0.408
C 0.4593 -0.2194 -0.7105 -0.672 -0.777 1.883
O -0.4127 -1.2536 -1.1484 -0.051 -0.091 -0.243
C 0.4830 -0.2967 0.8693 0.419 0.360 -0.787
N -0.8484 -0.4363 1.4267 -0.443 -0.684 -0.761
H -0.9833 1.3973 -1.1701 -0.092 -0.475 0.146
H 0.5374 1.8598 -0.4804 0.028 0.166 0.078
H 0.4685 1.4618 -2.1415 -0.090 -0.519 -0.086
H 1.4801 -0.4573 -1.0037 -0.057 -0.154 -0.367
H -1.2027 -1.2155 -0.5757 0.397 0.247 -0.408
H 1.1041 -1.1629 1.1188 0.159 0.204 0.166
H 0.9429 0.6338 1.1997 0.136 -0.185 0.346
H -1.0522 -1.4281 1.4607 -0.255 0.170 0.343
H -1.0543 -0.0312 2.3225 0.374 0.170 0.097

***

# 4
19
Properties=species:S:1:pos:R:3:forces:R:3 method="wB97M-V/def2-TZVPD" relative_energy_ev=2.898 lumo_ev=0.7 homo_lumo_gap_ev=9.1 e_homo_ev=-8.4 energy_ev=-10378.651
C 1.4764 1.9969 -0.3387 0.154 -0.596 -0.602
C 0.2702 1.3749 -0.9866 -3.152 -0.095 1.191
N 0.3154 -0.1015 -1.0486 1.671 -1.765 3.145
C -0.0041 -0.8883 -0.0104 -1.398 4.963 -1.377
N -1.1108 -0.6044 0.7925 0.412 -0.310 0.311
H 1.6870 1.5173 0.6115 0.054 0.438 0.323
H 2.2419 1.7222 -1.0356 1.137 0.116 -0.041
H 1.3583 3.0893 -0.3449 0.139 -0.364 0.422
H -0.6279 1.8240 -0.4020 0.696 -0.822 -0.933
H 0.2284 1.7885 -1.9784 -0.360 -0.123 -0.573
H 0.6283 -1.5868 0.5084 0.140 -1.416 -1.201
H -1.4128 0.3142 1.0540 -0.014 0.457 -0.726
H -1.4861 -1.2613 1.4480 0.501 -0.513 0.165
O -3.5639 0.2359 -1.0351 3.239 0.674 -0.986
H -3.4697 -0.6408 -1.4578 -0.167 0.555 0.352
H -2.5999 0.6267 -1.2029 -3.076 -1.202 0.592
O 2.6670 -1.8277 2.1300 -1.308 2.022 -3.026
H 3.0144 -2.4860 2.6559 1.212 -2.320 1.641
H 2.7263 -2.1324 1.1912 0.120 0.300 1.325